The following is a quantum chemistry calculation of 3 unconnected molecules or ions with the total composition C29H54BN6O5S2 at a distorted geometry, from the Open Molecules 2025 dataset.

Computed properties:
**E**: -72468.438 eV
**Expectation value of S²**: 2.008
**Total charge**: +1
**Molecular weight**: 641.7 g mol⁻¹
**Frontier orbital gap (spin up / spin down)**: 0.25472 / 0.29480 Eh
**Multiplicity**: 3
**LUMO energy (spin up / spin down)**: -2.834 / -2.834 eV

Each line ends with the Löwdin charge.
Geometry (Å):
C1 0.387 0.822 0.189  -0.145
C2 -0.272 0.242 -1.065  -0.498
S1 -1.794 -0.668 -0.647  0.939
C3 -1.354 -2.380 -0.954  -0.449
N1 -0.023 -2.710 -0.421  0.122
C4 0.563 -3.865 -0.529  -0.339
N2 1.863 -4.045 -0.010  0.072
C5 2.381 -5.069 -0.919  -0.526
S2 2.798 -4.099 -2.444  0.838
C6 1.173 -5.967 -1.241  -0.265
O1 0.917 -7.053 -0.428  0.163
B1 1.634 -7.311 0.736  -0.793
O2 2.628 -8.246 0.669  0.227
O3 1.251 -6.676 1.900  0.190
N3 0.073 -4.948 -1.166  0.119
C7 -1.275 -5.390 -0.862  -0.297
C8 -1.635 -5.623 0.448  0.007
C9 -2.932 -6.050 0.687  -0.026
C10 -3.789 -6.200 -0.389  -0.038
C11 -3.321 -5.922 -1.659  -0.104
N4 -2.074 -5.527 -1.904  0.155
H1 0.980 0.058 0.701  0.062
H2 -0.379 1.143 0.896  0.062
H3 1.034 1.661 -0.062  0.070
H4 0.405 -0.451 -1.567  0.071
H5 -0.551 1.035 -1.755  0.076
H6 -1.398 -2.670 -2.006  0.104
H7 -2.099 -2.966 -0.415  0.076
H8 0.505 -1.987 0.053  0.140
H9 1.760 -4.380 0.947  0.143
H10 3.336 -5.522 -0.677  0.122
H11 3.298 -5.132 -3.134  -0.111
H12 1.226 -6.295 -2.279  0.157
H13 3.408 -8.084 1.206  0.118
H14 1.973 -6.545 2.524  0.120
H15 -0.926 -5.490 1.255  0.118
H16 -3.272 -6.265 1.691  0.121
H17 -4.813 -6.519 -0.251  0.115
H18 -3.977 -6.017 -2.517  0.118
C12 -6.178 5.170 -0.087  -0.027
C13 -5.715 3.946 -0.905  -0.482
C14 -6.916 3.073 -1.292  -0.131
C15 -7.479 2.230 -0.148  -0.170
C16 -6.374 1.432 0.540  -0.132
C17 -5.216 2.312 1.014  -0.494
N5 -4.715 3.134 -0.134  -0.096
O4 -3.941 2.454 -0.906  -0.041
C18 -5.664 3.188 2.191  -0.031
C19 -4.068 1.452 1.520  -0.053
C20 -5.044 4.475 -2.168  -0.046
H19 -5.423 5.470 0.638  0.086
H20 -6.342 6.017 -0.752  0.083
H21 -7.113 4.997 0.443  0.072
H22 -6.612 2.402 -2.103  0.124
H23 -7.693 3.725 -1.697  0.127
H24 -8.003 2.861 0.574  0.104
H25 -8.228 1.543 -0.547  0.114
H26 -6.771 0.884 1.398  0.125
H27 -5.987 0.685 -0.161  0.124
H28 -4.876 3.885 2.476  0.093
H29 -5.872 2.544 3.047  0.090
H30 -6.568 3.757 1.997  0.060
H31 -3.750 0.739 0.766  0.017
H32 -4.379 0.896 2.406  0.091
H33 -3.211 2.070 1.793  0.092
H34 -4.150 5.050 -1.925  0.094
H35 -5.748 5.130 -2.684  0.089
H36 -4.764 3.674 -2.847  0.077
C21 6.195 2.492 2.561  -0.027
C22 5.927 1.545 1.372  -0.483
C23 7.210 1.322 0.561  -0.133
C24 7.603 2.499 -0.330  -0.170
C25 6.430 2.943 -1.200  -0.132
C26 5.173 3.261 -0.387  -0.495
N6 4.842 2.087 0.487  -0.097
O5 4.249 1.155 -0.174  -0.043
C27 5.379 4.539 0.436  -0.031
C28 3.996 3.531 -1.316  -0.042
C29 5.461 0.214 1.955  -0.052
H37 5.316 3.092 2.795  0.086
H38 6.435 1.910 3.450  0.082
H39 7.032 3.165 2.386  0.073
H40 7.076 0.437 -0.069  0.123
H41 8.018 1.092 1.260  0.127
H42 7.971 3.333 0.272  0.105
H43 8.435 2.199 -0.970  0.115
H44 6.698 3.825 -1.784  0.127
H45 6.196 2.150 -1.917  0.126
H46 4.524 4.720 1.088  0.093
H47 5.468 5.383 -0.248  0.092
H48 6.277 4.531 1.045  0.059
H49 3.826 2.709 -2.008  0.078
H50 4.206 4.429 -1.898  0.090
H51 3.081 3.699 -0.745  0.086
H52 4.516 0.331 2.488  0.090
H53 6.215 -0.137 2.660  0.087
H54 5.333 -0.543 1.185  0.073